Computed, not measured: an isolated ion of composition C9H21BClO6P2S2 and charge -1, with ωB97M-V/def2-TZVPD.

Results
LUMO level = 0.09713 hartree
orbital gap = 6.8 eV
HOMO energy = -4.178 eV
charge = -1
molar mass = 397.61 u

Last column: Mulliken charge in e.
Cartesian coordinates (Å):
C: -2.5319 1.5321 -3.2788  -0.89
C: -1.7560 0.2195 -3.2987  -0.45
O: -0.9434 0.0130 -2.1742  -0.82
B: -1.5210 -0.1007 -0.8457  1.41
P: -3.1726 -1.2665 -0.9411  -0.17
O: -3.0330 -2.1798 0.4549  -0.47
Cl: -4.6940 0.0129 -0.3461  -0.32
O: -1.6226 1.2052 -0.1322  -0.57
C: -0.4494 1.3704 0.5938  0.58
S: -0.7573 2.5543 1.9783  -0.20
C: 0.7139 1.8840 -0.2799  -1.05
C: 0.3071 3.0774 -1.1416  -1.21
C: -0.1406 -0.0825 1.0490  0.33
O: 1.2463 -0.2013 1.3022  -0.24
C: 1.7196 -1.4938 1.6006  -0.94
C: 3.1662 -1.6084 1.1671  0.39
C: 3.8347 -2.8179 1.8339  -1.24
O: 3.1783 -1.6980 -0.2506  -0.52
P: -1.0104 -0.5005 2.6829  0.08
S: -2.8654 -0.0373 3.0422  -0.35
O: -0.5308 -0.8631 0.0012  -0.54
H: -3.0988 1.6305 -4.2115  0.41
H: -1.8477 2.3793 -3.2120  0.22
H: -3.2384 1.5782 -2.4489  0.15
H: -2.4578 -0.6161 -3.4349  0.32
H: -1.0945 0.2178 -4.1731  0.34
H: -2.7543 -3.0617 0.1588  0.28
H: 0.4131 3.1894 1.8410  0.11
H: 1.5629 2.1366 0.3583  0.67
H: 1.0174 1.0551 -0.9196  0.38
H: 0.4236 4.0254 -0.6106  0.34
H: -0.7319 2.9702 -1.4486  0.08
H: 0.9276 3.1204 -2.0397  0.37
H: 1.6726 -1.6792 2.6830  0.36
H: 1.1365 -2.2565 1.0727  0.48
H: 3.6676 -0.6838 1.4809  0.27
H: 3.0965 -3.4802 2.2937  0.33
H: 4.3665 -3.4124 1.0883  0.33
H: 4.5407 -2.5148 2.6081  0.30
H: 4.0905 -1.8250 -0.5430  0.31
H: -0.7245 -1.8678 2.8520  0.06
H: -0.1050 0.0759 3.5880  0.08

Computed, not measured: one molecule with the formula C24H31N3O3, with ωB97M-V/def2-TZVPD.

Results
LUMO level = 0.02416 hartree
orbital gap = 8.6 eV
HOMO energy = -7.964 eV
charge = 0
molar mass = 409.53 u
SMILES = COc1ccc(CN2CCN([C@@H](C)C(=O)N3CCc4ccccc43)CC2)cc1OC

Last column: Mulliken charge in e.
Cartesian coordinates (Å):
C: 7.2737 2.2396 1.8636  -0.95
O: 6.3755 2.2476 0.7839  -0.42
C: 5.5623 1.1660 0.6134  1.10
C: 5.5414 0.0457 1.4235  -0.54
C: 4.6672 -1.0023 1.1614  -1.31
C: 3.8107 -0.9475 0.0815  -0.24
C: 2.8657 -2.0729 -0.2403  -1.30
N: 1.5391 -1.5719 -0.5570  0.23
C: 0.6768 -2.6019 -1.1004  -0.58
C: -0.6480 -1.9669 -1.5376  -1.04
N: -1.3321 -1.2244 -0.5011  0.40
C: -2.3318 -1.9142 0.2951  0.35
C: -1.8376 -2.8527 1.4017  -1.68
C: -3.2372 -0.8428 0.9305  0.10
O: -3.2647 -0.6612 2.1324  -0.69
N: -3.9849 -0.1184 0.0612  0.28
C: -4.0061 -0.3100 -1.3875  -0.36
C: -4.8465 0.8438 -1.9572  -0.71
C: -5.4020 1.5029 -0.7302  0.59
C: -6.3009 2.5412 -0.6313  -0.63
C: -6.6580 2.9983 0.6309  -0.49
C: -6.1128 2.4189 1.7636  -0.61
C: -5.2061 1.3722 1.6743  -0.78
C: -4.8574 0.9183 0.4140  0.26
C: -0.4251 -0.3250 0.1839  -1.20
C: 0.9029 -0.9657 0.5998  -0.31
C: 3.8269 0.1772 -0.7418  -0.06
C: 4.6815 1.2329 -0.4903  1.05
O: 4.7593 2.3717 -1.2357  -0.45
C: 3.8975 2.5010 -2.3374  -0.87
H: 7.8136 3.1834 1.8033  0.23
H: 6.7508 2.1839 2.8246  0.37
H: 7.9863 1.4108 1.7909  0.37
H: 6.2010 -0.0276 2.2732  0.38
H: 4.6674 -1.8638 1.8128  0.36
H: 3.2342 -2.6051 -1.1250  0.38
H: 2.8431 -2.7925 0.5987  0.35
H: 1.1630 -3.0423 -1.9756  0.45
H: 0.4964 -3.4104 -0.3688  0.17
H: -1.3158 -2.7349 -1.9335  0.46
H: -0.4187 -1.2556 -2.3417  0.41
H: -2.9389 -2.5005 -0.4070  0.48
H: -2.6939 -3.3378 1.8645  0.52
H: -1.1807 -3.6174 0.9963  0.34
H: -1.3187 -2.2894 2.1718  0.22
H: -2.9844 -0.3111 -1.7688  0.07
H: -4.4661 -1.2774 -1.6182  0.21
H: -5.6368 0.4852 -2.6177  0.37
H: -4.2310 1.5456 -2.5239  0.31
H: -6.7196 2.9901 -1.5199  0.42
H: -7.3632 3.8102 0.7264  0.38
H: -6.3969 2.7841 2.7392  0.39
H: -4.7837 0.9231 2.5566  0.49
H: -0.9253 0.0912 1.0587  0.46
H: -0.2000 0.4937 -0.5111  0.34
H: 1.5656 -0.1908 0.9912  0.45
H: 0.7396 -1.7117 1.3967  0.12
H: 3.1393 0.1996 -1.5710  0.45
H: 4.0798 1.7226 -3.0862  0.34
H: 4.1189 3.4754 -2.7704  0.23
H: 2.8458 2.4699 -2.0331  0.34

Computed, not measured: a 2-piece molecular cluster, C5H9N overall in a non-equilibrium geometry, with ωB97M-V/def2-TZVPD.

Results
LUMO level = 0.02487 hartree
orbital gap = 10.0 eV
HOMO energy = -9.293 eV
charge = 0
molar mass = 83.13 u

Last column: Mulliken charge in e.
Cartesian coordinates (Å):
C: -1.4378 0.6122 -1.2882  0.51
C: 0.2737 0.7827 1.3596  -1.11
C: 0.0906 -1.5148 0.3529  -1.01
C: -0.0831 0.6785 -1.6494  -0.75
C: 0.7438 -0.1212 0.2348  -0.14
N: -2.5011 0.4073 -0.8995  -0.50
H: -0.8342 0.6954 1.4116  0.31
H: 0.8006 0.4732 2.3164  0.34
H: 0.4960 1.9157 1.2160  0.29
H: 0.5381 -2.0435 -0.6148  0.23
H: -0.9857 -1.5059 0.3545  0.37
H: 0.5852 -1.9165 1.2023  0.41
H: 0.1900 1.7459 -1.8211  0.27
H: 0.3408 -0.0673 -2.2709  0.35
H: 1.7829 -0.1419 0.0958  0.42

Computed, not measured: an isolated ion of composition C2H2N2PS and charge -1 in a non-equilibrium geometry, with ωB97M-V/def2-TZVPD.

Results
LUMO level = 0.14946 hartree
orbital gap = 7.1 eV
HOMO energy = -3.077 eV
charge = -1
molar mass = 117.09 u
SMILES = [S-]p1nccn1

Last column: Mulliken charge in e.
Cartesian coordinates (Å):
S: -2.9109 0.0867 -0.7669  -0.57
P: -1.5356 -0.0584 0.6617  0.01
N: -0.3195 1.1817 0.4248  -0.44
C: 0.7597 0.6959 -0.0286  -0.15
C: 0.8723 -0.7557 -0.0537  -0.01
N: -0.1705 -1.4400 0.1373  -0.65
H: 1.4786 1.4500 -0.1871  0.41
H: 1.8259 -1.1602 -0.1876  0.40

Computed, not measured: a 2-piece molecular cluster, C2H2FOS overall in a non-equilibrium geometry, with ωB97M-V/def2-TZVPD.

Results
LUMO level (spin up / spin down) = 0.10920 / 0.10920 hartree
orbital gap (spin up / spin down) = 3.8 / 3.8 eV
HOMO energy (spin up / spin down) = -0.874 / -0.875 eV
charge = -1
molar mass = 93.10 u

Last column: Mulliken charge in e.
Cartesian coordinates (Å):
C: -1.8554 0.4301 0.3021  0.54
C: 1.3622 -0.3024 -0.7034  0.02
O: -1.9597 1.4275 -0.2771  -0.32
F: 2.3128 -1.1402 -0.1111  -0.32
S: -2.1752 -0.7060 1.3639  -0.31
H: 0.4764 -0.4705 -0.0265  -0.44
H: 1.8389 0.7614 -0.5479  -0.18

Computed, not measured: C27H15Cl3N7O2Pt as an isolated structure in a non-equilibrium geometry, with ωB97M-V/def2-TZVPD.

Results
LUMO level (spin up / spin down) = -0.25071 / -0.26183 hartree
orbital gap (spin up / spin down) = 3.9 / 3.7 eV
HOMO energy (spin up / spin down) = -10.694 / -10.864 eV
charge = +1
molar mass = 770.90 u

Last column: Mulliken charge in e.
Cartesian coordinates (Å):
Pt: 0.6157 -0.8396 -0.8349  1.53
O: 2.1466 2.0037 2.7850  -0.64
C: 1.2577 1.5634 3.6549  0.28
C: 1.0255 2.3174 4.8163  -0.65
C: 0.1338 1.8854 5.7660  -0.39
C: -0.5562 0.6826 5.5904  -0.77
C: -0.3674 -0.0616 4.4446  -0.32
C: 0.5145 0.3677 3.4548  0.20
C: 0.6132 -0.3306 2.1789  1.10
O: 1.4052 0.0800 1.2744  -0.98
N: -0.2076 -1.3689 2.0112  -0.83
N: -0.2048 -1.9383 0.8478  0.30
C: -1.0465 -2.9020 0.5208  -0.49
C: -1.0075 -3.4432 -0.7855  0.93
C: -1.7178 -4.6048 -1.1516  -1.06
C: -1.5688 -5.1173 -2.4179  -0.23
C: -0.7327 -4.4657 -3.3277  -0.98
C: -0.0998 -3.3044 -2.9228  -0.23
N: -0.2310 -2.8139 -1.7038  -0.04
H: 2.1693 1.3907 2.0062  0.35
H: 1.5774 3.2358 4.9285  0.46
H: -0.0337 2.4755 6.6540  0.40
H: -1.2458 0.3448 6.3470  0.41
H: -0.9162 -0.9732 4.2792  0.45
H: -1.7527 -3.2670 1.2548  0.47
H: -2.3423 -5.0847 -0.4159  0.44
H: -2.0816 -6.0215 -2.7073  0.45
H: -0.5777 -4.8482 -4.3219  0.44
H: 0.5466 -2.7597 -3.5964  0.72
Cl: 2.3979 -0.1468 -6.1089  -0.04
C: 0.9778 0.2835 -5.1121  0.73
Cl: 0.4252 1.9438 -5.4512  -0.06
Cl: -0.3626 -0.8724 -5.4676  -0.07
C: 1.3168 0.2021 -3.7278  -0.13
N: 1.5313 0.1316 -2.5920  -0.41
C: -0.8275 0.5017 -0.8106  -2.69
C: -1.4949 1.5102 -0.6256  3.01
C: -2.2324 2.6870 -0.4118  0.20
C: -1.6818 3.9213 -0.8124  -0.39
C: -2.3764 5.0892 -0.5876  -0.60
C: -3.6245 5.0570 0.0265  -0.37
C: -4.1680 3.8436 0.4395  -0.55
C: -3.4836 2.6656 0.2312  -0.49
H: -0.7084 3.9413 -1.2787  0.45
H: -1.9477 6.0343 -0.8846  0.40
H: -4.1682 5.9750 0.1913  0.40
H: -5.1268 3.8267 0.9338  0.40
H: -3.8983 1.7259 0.5635  0.43
N: 2.3930 -1.8363 -0.7582  -0.56
C: 3.5383 -1.6702 -0.8779  0.67
C: 4.8865 -1.5093 -1.0243  0.03
C: 5.4189 -1.2801 -2.2981  0.07
N: 5.8398 -1.0924 -3.3502  -0.41
C: 5.7057 -1.5494 0.1091  0.03
N: 6.3544 -1.5858 1.0555  -0.39

Computed, not measured: a 2-piece molecular cluster, C4H6Cl3N4 overall in a non-equilibrium geometry, with ωB97M-V/def2-TZVPD.

Results
LUMO level (spin up / spin down) = -0.16863 / -0.20930 hartree
orbital gap (spin up / spin down) = 8.4 / 6.5 eV
HOMO energy (spin up / spin down) = -13.011 / -12.200 eV
charge = +1
molar mass = 216.48 u

Last column: Mulliken charge in e.
Cartesian coordinates (Å):
C: 0.6734 -1.8096 0.3030  -0.24
C: 0.9396 0.5585 0.0035  0.58
C: 1.6672 -0.7624 -0.2202  -0.53
C: -2.7475 0.0882 -0.0206  0.29
N: -0.4147 -1.5524 0.9900  -0.24
N: -0.7538 -0.3834 1.3786  -0.55
N: -0.0715 0.6730 0.8465  0.09
N: 1.5028 1.5825 -0.6008  -0.33
Cl: -3.6924 0.8149 1.2118  -0.02
Cl: -2.0871 1.2484 -1.2277  -0.11
Cl: -3.1963 -1.4176 -0.7027  -0.02
H: 0.8764 -2.7536 0.0350  0.51
H: 2.6881 -0.5938 0.2508  0.35
H: 1.8658 -1.0689 -1.2738  0.38
H: -0.6462 1.4997 0.6633  0.33
H: 2.3363 1.4636 -1.2396  0.27
H: 1.0599 2.4130 -0.3972  0.22

Computed, not measured: C12H14FIMnN2 as an isolated structure in a non-equilibrium geometry, with ωB97M-V/def2-TZVPD.

Results
LUMO level (spin up / spin down) = -0.32048 / -0.45803 hartree
orbital gap (spin up / spin down) = 6.5 / 2.8 eV
HOMO energy (spin up / spin down) = -15.186 / -15.232 eV
charge = +2
molar mass = 387.10 u
multiplicity = 4

Last column: Mulliken charge in e.
Cartesian coordinates (Å):
C: 0.1640 -3.4073 0.2454  -1.21
C: 1.2444 -2.8780 1.2277  -0.82
H: -0.7059 -3.8255 0.5627  0.52
H: 0.7255 -4.3903 0.0504  0.45
H: -0.0103 -3.1694 -0.7880  0.40
H: 1.7047 -2.2855 2.0386  0.34
H: 0.9952 -3.8080 1.9457  0.41
H: 2.1504 -3.2456 0.7114  0.43
C: -1.9139 -0.6787 -1.6631  0.15
C: -2.8553 0.0853 -2.3370  -0.65
C: -2.7949 1.4939 -2.2468  -0.51
C: -1.7975 2.1356 -1.4750  -0.61
H: -1.9060 -1.7776 -1.6599  0.46
H: -3.6350 -0.4168 -2.9410  0.42
H: -3.5232 2.1140 -2.7614  0.47
H: -1.6859 3.1869 -1.3369  0.49
N: -0.9316 -0.0251 -0.9720  0.22
C: -0.8649 1.3099 -0.8189  0.83
C: 0.1967 1.7817 0.0442  0.73
N: 0.9485 0.8074 0.5964  0.27
C: 1.9522 1.0233 1.4851  0.10
C: 1.5486 3.3875 1.2007  -0.47
C: 2.2864 2.3347 1.7980  -0.65
H: 2.4718 0.1447 1.9087  0.42
H: 3.1335 2.5368 2.4909  0.41
C: 0.4828 3.1340 0.3187  -0.67
H: -0.1227 3.8628 -0.1736  0.50
H: 1.8054 4.4235 1.4220  0.46
Mn: 0.3638 -1.0618 0.1362  -0.13
I: -1.1799 -1.5621 2.1441  -0.14
F: 1.7534 -1.2303 -1.1534  -0.64